Molecular formula: C38H34NO8
Method: DFT, ωB97M-V with the def2-TZVPD basis set

HOMO-LUMO gap: 8.02 eV
calculated total energy: -57823.2300 eV
max |F|: 0.01778 Eh/bohr

Geometry as ORCA input:
```
! wB97M-V def2-TZVPD RIJCOSX def2/J DEFGRID3
* xyz 1 1
C -0.73065 3.10726 2.54050
C -1.94367 3.16398 1.66151
O -2.98816 2.65763 1.95226
O -1.86211 3.75584 0.40702
C -0.65962 4.16668 -0.13358
O 0.08154 4.93556 0.40894
C -0.42183 3.52332 -1.47263
C 0.00426 2.04580 -1.27686
C -1.25124 1.16775 -1.39498
N -0.95354 -0.29595 -1.57284
C 0.09779 -0.59348 -2.58709
C 1.37552 0.09987 -2.20921
O 1.74119 -0.46893 -0.95713
C 1.21177 1.62744 -2.13975
C 1.25344 2.20377 -3.55926
H -1.10244 3.01685 3.55960
H -0.08795 3.97800 2.46850
H -0.14245 2.21518 2.31618
H -1.36491 3.56593 -2.02122
H 0.32635 4.11982 -1.98162
H 0.32636 1.95427 -0.23453
H -1.92433 1.46854 -2.19716
H -1.81841 1.24652 -0.46622
H -0.70244 -0.71212 -0.67381
H -1.81286 -0.76055 -1.86729
H 0.24299 -1.67473 -2.58822
H -0.25706 -0.29968 -3.57456
H 2.11484 -0.10350 -2.98409
H 2.61600 -0.14213 -0.71261
H 2.09811 1.99386 -1.61245
H 0.39675 1.89563 -4.16468
H 2.15034 1.83600 -4.06313
H 1.31997 3.28805 -3.57442
C -8.05271 2.74899 3.78539
C -6.72182 2.96174 3.44195
C -5.73954 2.10009 3.89905
C -6.08294 1.02394 4.70768
C -7.41782 0.81803 5.06317
C -8.40034 1.68033 4.59429
C -7.81154 -0.31009 5.95480
O -8.97040 -0.49719 6.25414
C -6.73016 -1.19855 6.46979
C -7.06358 -2.22885 7.33943
C -6.07751 -3.07152 7.82266
C -4.75399 -2.89246 7.43504
C -4.41587 -1.86616 6.57002
C -5.39988 -1.01212 6.08746
C -5.01090 0.10021 5.17497
O -3.85702 0.24757 4.82327
H -8.81946 3.42096 3.42350
H -6.45134 3.80169 2.81585
H -4.70418 2.25313 3.63079
H -9.43072 1.50721 4.87152
H -8.09605 -2.36005 7.63141
H -6.33853 -3.87040 8.50365
H -3.98592 -3.55434 7.81237
H -3.38977 -1.71483 6.26585
C 4.83978 -3.98028 -7.06829
C 5.92592 -4.82806 -6.88100
C 6.82347 -4.59323 -5.85313
C 6.64309 -3.50403 -5.01156
C 5.55834 -2.64493 -5.20548
C 4.65581 -2.89194 -6.23319
C 5.35863 -1.45664 -4.33491
O 4.39883 -0.72127 -4.48280
C 6.36666 -1.18956 -3.27169
C 6.23948 -0.05050 -2.48495
C 7.16055 0.20853 -1.48485
C 8.21179 -0.67398 -1.25979
C 8.34727 -1.80749 -2.04267
C 7.43144 -2.06547 -3.05434
C 7.61544 -3.27830 -3.90429
O 8.52658 -4.04834 -3.70205
H 4.13962 -4.16829 -7.87109
H 6.07221 -5.67309 -7.54000
H 7.66920 -5.24781 -5.69606
H 3.81930 -2.22251 -6.37583
H 5.42396 0.63415 -2.67476
H 7.06691 1.10177 -0.88142
H 8.92999 -0.47155 -0.47688
H 9.16415 -2.49699 -1.88219
*
```

These are the Mulliken partial charges, in e, on atoms 1 to 8: atom 1 (C): -1.03, atom 2 (C): 0.65, atom 3 (O): -0.47, atom 4 (O): -0.26, atom 5 (C): 0.34, atom 6 (O): -0.51, atom 7 (C): -0.86, atom 8 (C): 0.85

---

Molecular formula: C38H35AsF6N6O6P2S2V
Method: DFT, ωB97M-V with the def2-TZVPD basis set

HOMO-LUMO gap (alpha / beta): 6.40 / 7.34 eV
calculated total energy: -204263.7029 eV
max |F|: 0.02108 Eh/bohr
relative energy (zero: lowest compared OMol25 entry of this formula, charge and spin): 0.201 eV
⟨S²⟩: 0.806

Geometry as ORCA input:
```
! wB97M-V def2-TZVPD RIJCOSX def2/J DEFGRID3
* xyz 2 2
V 0.77137 0.25030 0.58672
S 1.06695 -0.76347 -1.58054
P -0.76069 -1.60245 -1.41140
C -1.37257 -0.23317 -0.42581
P -3.03936 0.06461 0.13016
S -2.24044 1.11975 -1.40162
C -4.36862 -1.02442 -0.33860
C -4.52460 -1.37370 -1.68377
C -5.53584 -2.23873 -2.05774
C -6.39960 -2.75432 -1.10036
C -6.26632 -2.38737 0.23107
C -5.26000 -1.51900 0.61697
C -3.35402 1.00399 1.61014
C -3.55595 0.38665 2.84655
C -3.83152 1.15928 3.96018
C -3.91356 2.54047 3.84878
C -3.71727 3.15910 2.62229
C -3.43508 2.39706 1.50250
C -0.79245 -3.08928 -0.42225
C 0.40325 -3.69381 -0.04143
C 0.38011 -4.83809 0.74190
C -0.83119 -5.37439 1.14724
C -2.02715 -4.77786 0.76288
C -2.01475 -3.64100 -0.02287
C -1.41375 -1.92981 -3.03741
C -1.36365 -0.92004 -4.00588
C -1.87254 -1.14915 -5.27044
C -2.41498 -2.39130 -5.58186
C -2.43927 -3.40507 -4.63487
C -1.94208 -3.17894 -3.36201
H -3.87737 -0.95100 -2.43946
H -5.65809 -2.49729 -3.10017
H -7.19283 -3.42699 -1.39637
H -6.95619 -2.76664 0.97163
H -5.19450 -1.22638 1.65314
H -3.45976 -0.68341 2.95800
H -3.97713 0.68340 4.91988
H -4.13269 3.13797 4.72299
H -3.79072 4.23408 2.53687
H -3.29592 2.88266 0.54646
H 1.35190 -3.27522 -0.34428
H 1.31056 -5.30271 1.03589
H -0.84791 -6.26506 1.76039
H -2.97074 -5.20732 1.07068
H -2.95684 -3.20263 -0.33216
H -0.90480 0.03443 -3.78140
H -1.83248 -0.37025 -6.01896
H -2.80124 -2.57383 -6.57566
H -2.83806 -4.37714 -4.88974
H -1.96116 -3.97738 -2.63170
F -0.54892 0.74956 2.00812
As 0.03334 -0.43952 3.41271
F 0.36133 -1.36978 1.85949
F -1.49907 -1.17835 3.41050
F 0.78763 -1.55642 4.40350
F -0.40060 0.75347 4.52904
F 1.52318 0.36546 2.99303
C 1.34760 2.57621 -1.29511
N 1.59372 3.97344 -1.48744
C 2.72282 4.39189 -0.65232
N 2.41540 4.18183 0.76598
C 2.18248 2.79462 1.00576
N 1.01020 2.26082 0.15144
C -0.17882 3.15024 0.54364
N 0.08907 4.53294 0.30637
C 0.40642 4.73702 -1.10830
C 1.22791 4.95570 1.12210
H 2.23141 1.99232 -1.56130
H 0.50163 2.24719 -1.90270
H 2.92032 5.44896 -0.82308
H 3.60989 3.81950 -0.92396
H 1.91933 2.61534 2.04994
H 3.05983 2.20849 0.73976
H -0.37294 2.97295 1.60078
H -1.02696 2.82339 -0.05138
H 0.59109 5.79592 -1.28501
H -0.44161 4.42212 -1.72048
H 0.99609 4.80549 2.17796
H 1.42298 6.01324 0.94980
O 3.09112 -2.16659 1.26438
C 3.44047 -1.11617 0.84158
O 2.47189 -0.10303 0.59866
C 4.80600 -0.64403 0.52207
C 5.87533 -1.41249 0.98427
C 7.15764 -1.00089 0.67660
C 7.42751 0.12615 -0.08023
C 6.33481 0.84780 -0.52472
C 5.03223 0.49204 -0.23969
N 6.55461 2.06055 -1.34830
O 5.55766 2.68620 -1.67530
O 7.68982 2.33938 -1.63446
N 8.30176 -1.80773 1.17767
O 9.40954 -1.40114 0.91154
O 8.02522 -2.81636 1.78928
H 5.71888 -2.30632 1.57165
H 8.44096 0.42214 -0.31016
H 4.23132 1.09134 -0.63817
*
```

These are the Mulliken partial charges, in e, on atoms 1 to 8: atom 1 (V): 1.25, atom 2 (S): -0.60, atom 3 (P): 0.76, atom 4 (C): 1.10, atom 5 (P): -0.70, atom 6 (S): -0.31, atom 7 (C): 0.96, atom 8 (C): -0.22

---

Molecular formula: C38H35BBrF2N6O5S3Tl
Method: DFT, ωB97M-V with the def2-TZVPD basis set

HOMO-LUMO gap (alpha / beta): 3.54 / 4.40 eV
calculated total energy: -172505.6172 eV
max |F|: 0.01580 Eh/bohr
relative energy (zero: lowest compared OMol25 entry of this formula, charge and spin): 3.504 eV

Geometry as ORCA input:
```
! wB97M-V def2-TZVPD RIJCOSX def2/J DEFGRID3
* xyz -2 1
Tl 0.05952 -0.19799 -0.18347
O 0.90883 -1.52063 -3.24086
S 1.99057 -0.56636 -3.39730
O 2.20567 -0.11545 -4.76541
N 1.84847 0.53646 -2.30340
C 2.64827 1.64957 -2.24070
C 3.65635 1.98914 -3.14064
C 4.41131 3.16438 -3.00383
C 4.19500 4.04307 -1.98034
C 3.18941 3.74960 -1.02984
C 2.90778 4.60679 0.05761
C 1.96354 4.25803 0.97772
C 1.28424 3.03534 0.81200
N 1.49992 2.23102 -0.19382
C 2.42952 2.55466 -1.12890
C 3.47022 -1.46891 -2.93594
C 4.45930 -1.70452 -3.87949
C 5.58046 -2.44574 -3.52380
C 5.68747 -2.96293 -2.23825
C 4.68819 -2.72385 -1.30163
C 3.58181 -1.96167 -1.64113
H 3.83466 1.34218 -3.98684
H 5.18395 3.38034 -3.73454
H 4.77678 4.95255 -1.87942
H 3.45537 5.54014 0.14485
H 1.73856 4.89293 1.82500
H 0.52669 2.72180 1.52636
H 4.32490 -1.30922 -4.87873
H 6.37076 -2.61550 -4.24650
H 6.56057 -3.54294 -1.96246
H 4.77129 -3.12747 -0.29959
H 2.81150 -1.72994 -0.91325
N -3.52255 0.74735 3.74782
C -3.39833 1.95043 4.41477
C -3.93172 2.13059 5.69234
C -3.82692 3.35608 6.33922
C -3.19635 4.42184 5.71188
C -2.68549 4.25595 4.42729
C -2.77603 3.03470 3.77630
S -2.33582 2.83263 2.08295
N -1.96741 1.18545 1.98579
C -2.67523 0.33247 2.68491
C -2.62175 -1.07471 2.43696
C -3.05517 -2.02281 3.42167
C -3.17862 -3.34770 3.10141
C -2.82981 -3.77620 1.81124
C -2.26682 -2.82540 0.96458
N -2.14935 -1.53507 1.22269
H -3.96825 0.01331 4.26226
H -4.45311 1.30475 6.16771
H -4.24278 3.47537 7.33297
H -3.11240 5.37922 6.21324
H -2.23847 5.09361 3.90258
H -3.25344 -1.71678 4.44233
H -3.52858 -4.05512 3.84695
H -2.95056 -4.80342 1.49185
H -1.90031 -3.12350 -0.01321
O -1.85641 -1.47169 -1.92623
S -2.97070 -1.51915 -2.89731
C -2.51359 -0.47657 -4.34394
C -1.83156 -1.37423 -5.36382
C -2.63866 -2.66915 -5.35104
C -2.70890 -3.06489 -3.88261
H -1.87586 0.32058 -3.96267
H -3.45053 -0.05651 -4.71846
H -0.80891 -1.56166 -5.03033
H -1.79492 -0.91875 -6.35640
H -2.18222 -3.44922 -5.96517
H -3.65020 -2.48740 -5.73086
H -1.75040 -3.43961 -3.51929
H -3.50488 -3.77198 -3.64747
C 2.20816 0.34838 3.92854
O 1.41036 0.13786 2.76426
C 2.04669 -0.41123 1.64998
O 3.22655 -0.69452 1.76770
H 1.57206 0.86015 4.64966
H 3.08407 0.95733 3.69788
H 2.55145 -0.60259 4.34305
F -1.44872 2.76591 -1.73697
B -1.84702 1.66337 -1.06508
F -3.04726 1.23755 -1.52190
Br 2.15093 -5.86648 2.96103
C 1.46826 -5.06301 1.37402
C 1.17739 -5.86110 0.28552
C 0.71652 -5.23305 -0.86109
C 0.58051 -3.85267 -0.86052
N 0.86236 -3.10386 0.20192
C 1.29334 -3.68939 1.30963
H 1.30328 -6.93383 0.33512
H 0.47487 -5.81777 -1.73977
H 0.25120 -3.30163 -1.73847
H 1.50782 -3.03799 2.15095
*
```

These are the Mulliken partial charges, in e, on atoms 1 to 8: atom 1 (Tl): 1.29, atom 2 (O): -0.47, atom 3 (S): 0.79, atom 4 (O): -0.80, atom 5 (N): 0.57, atom 6 (C): 0.28, atom 7 (C): -0.74, atom 8 (C): -0.84

---

Molecular formula: C38H35BrGeN2O2SZr
Method: DFT, ωB97M-V with the def2-TZVPD basis set

HOMO-LUMO gap (alpha / beta): 5.81 / 5.81 eV
calculated total energy: -185717.5386 eV
max |F|: 0.08673 Eh/bohr
relative energy (zero: lowest compared OMol25 entry of this formula, charge and spin): 1.030 eV

Geometry as ORCA input:
```
! wB97M-V def2-TZVPD RIJCOSX def2/J DEFGRID3
* xyz 0 1
Zr -0.95791 0.06931 -0.23159
C -5.46471 0.68764 1.46774
C -5.56351 0.83673 -0.07975
C -4.19737 0.85473 -0.57218
N -3.04856 0.70161 -0.50087
H -4.42479 0.37014 1.66401
H -6.11842 -0.05170 1.91974
H -5.55163 1.68611 1.89365
H -6.05971 1.72893 -0.31147
H -6.07787 -0.04655 -0.53278
C -1.77800 -8.81260 -3.14572
C -1.93637 -8.84527 -4.62487
O -1.76378 -9.79279 -5.33779
S -2.46807 -7.40294 -5.63235
C -2.41008 -5.91541 -4.80991
C -3.60226 -5.25374 -4.25615
C -3.50098 -4.10897 -3.49869
C -2.26953 -3.49748 -3.34885
C -1.13371 -4.03983 -3.92669
C -1.16332 -5.22430 -4.62020
C -1.91268 -2.29851 -2.71460
C -1.60020 -1.29265 -2.04566
H -2.74015 -8.97808 -2.69885
H -1.48188 -7.81450 -2.85897
H -1.17315 -9.68846 -2.79390
H -4.54237 -5.71769 -4.49367
H -4.37202 -3.69170 -3.02721
H -0.19833 -3.51224 -3.83636
H -0.31503 -5.78047 -5.04326
C -0.14342 1.98548 0.17867
Ge 1.36894 2.95514 1.12052
C 1.17989 4.94878 0.86513
C 1.92592 5.84828 1.64971
C 1.40556 7.12492 1.90043
C 0.27300 7.58873 1.20190
C -0.33306 6.74102 0.29258
C 0.07149 5.39988 0.15108
C 3.17263 2.24642 1.21267
C 3.50248 1.25541 2.13942
C 4.75685 0.62224 2.14018
C 5.73617 1.08964 1.24267
C 5.45530 2.11850 0.30829
C 4.22813 2.75389 0.40662
C 0.82353 2.81892 3.05657
C -0.30111 2.15275 3.57642
C -0.50783 2.13407 5.00207
C 0.38470 2.75129 5.88753
C 1.58252 3.24763 5.34851
C 1.77622 3.36258 3.98532
H -0.78259 2.87358 0.04860
H 2.89495 5.51251 2.09287
H 1.78004 7.74580 2.67922
H -0.03125 8.62501 1.25554
H -1.24737 7.04556 -0.23349
H -0.37433 4.76083 -0.63370
H 2.78537 0.87554 2.85314
H 5.04298 -0.19134 2.79006
H 6.78937 0.74921 1.35531
H 6.13876 2.46966 -0.41795
H 4.13685 3.70282 -0.11871
H -0.91490 1.60201 2.86293
H -1.38242 1.72756 5.48466
H 0.15044 2.80807 6.96790
H 2.37821 3.51934 6.02492
H 2.63855 3.88507 3.56506
C -0.61470 -1.67203 2.57965
O -0.84510 -0.86242 1.44224
H -0.66339 -1.02834 3.47757
H 0.38297 -2.13922 2.51348
H -1.36449 -2.56025 2.58695
Br 4.44606 -2.62080 -0.39399
C 3.05653 -1.71979 -1.30404
C 3.02056 -1.76513 -2.70305
C 2.02924 -1.03862 -3.38179
C 1.00628 -0.48455 -2.66875
N 0.92587 -0.71417 -1.32629
C 2.00899 -1.13406 -0.65418
H 3.74070 -2.38775 -3.21240
H 2.13090 -0.87948 -4.44354
H 0.22571 0.08434 -3.17657
H 1.97967 -1.10381 0.41922
*
```

These are the Mulliken partial charges, in e, on atoms 1 to 8: atom 1 (Zr): 1.63, atom 2 (C): -0.79, atom 3 (C): -0.35, atom 4 (C): 0.37, atom 5 (N): -0.60, atom 6 (H): 0.11, atom 7 (H): 0.32, atom 8 (H): 0.30

---

Molecular formula: C38H35N4O16P
Method: DFT, ωB97M-V with the def2-TZVPD basis set

HOMO-LUMO gap: 7.09 eV
calculated total energy: -87965.5053 eV
max |F|: 0.20182 Eh/bohr
relative energy (zero: lowest compared OMol25 entry of this formula, charge and spin): 6.664 eV
structure (SMILES): CN(C)C(=O)C[C@]1([PH2]=N)OC(=O)O[C@]1(CN)ON=O.O=C1C=CC(=O)C=C1.O=C1C=CC(=O)C=C1.O=C1C=CC(=O)C=C1.O=C1C=CC(=O)C=C1.O=C1C=CC(=O)C=C1

Geometry as ORCA input:
```
! wB97M-V def2-TZVPD RIJCOSX def2/J DEFGRID3
* xyz 0 1
C 1.13985 2.13399 4.27500
N 1.21114 2.30545 2.77318
C -0.13317 2.60651 2.14819
C 1.92782 1.15365 2.10350
O 1.46294 -0.11786 2.22434
C 3.33305 1.40069 1.23691
C 4.59771 1.87893 2.17608
P 5.01637 0.25462 3.12101
N 4.54726 0.32391 4.70258
O 4.17955 3.06921 2.95985
C 4.04037 4.14519 1.92270
O 3.12026 5.12754 1.86580
O 5.13193 3.81645 0.94707
C 5.89289 2.60850 1.40995
C 7.05357 3.30742 2.33976
N 7.34380 2.59242 3.64138
O 6.44579 1.90206 0.22076
N 7.40857 1.03688 0.61115
O 8.45975 1.23720 0.02425
H 2.20281 1.76795 4.67289
H 0.37243 1.31326 4.61682
H 0.96376 3.18208 4.80824
H -0.20172 2.38338 0.99463
H -0.31107 3.77167 2.27461
H -1.04647 2.07479 2.65897
H 3.14913 2.06512 0.29059
H 3.61818 0.31835 0.82174
H 6.46559 0.09360 3.01489
H 4.37200 -0.89875 2.48538
H 5.45361 0.22431 5.24894
H 6.76833 4.43295 2.61664
H 8.03227 3.39867 1.66722
H 8.15119 3.10871 4.09258
H 6.52740 2.79087 4.28306
C -4.06357 3.95456 0.91319
C -4.92041 3.95149 -0.11255
C -5.93481 2.88922 -0.26017
O -6.71816 2.88453 -1.19978
C -5.96670 1.83200 0.76991
C -5.10987 1.83507 1.79565
C -4.09547 2.89734 1.94327
O -3.31212 2.90203 2.88288
H -3.31299 4.72580 1.03594
H -4.91026 4.72027 -0.87589
H -6.71729 1.06076 0.64716
H -5.12001 1.06629 2.55899
C 1.71728 -3.58205 0.16440
C 1.47297 -2.34500 -0.27869
C 0.90202 -2.11041 -1.61965
O 0.67994 -0.97840 -2.02679
C 0.61017 -3.29518 -2.45088
C 0.85448 -4.53224 -2.00779
C 1.42543 -4.76683 -0.66682
O 1.64751 -5.89883 -0.25968
H 2.13646 -3.77161 1.14502
H 1.68084 -1.46576 0.31927
H 0.19098 -3.10562 -3.43149
H 0.64661 -5.41148 -2.60574
C 2.87658 -9.28014 -1.84454
C 2.63227 -8.04308 -2.28763
C 2.06131 -7.80850 -3.62860
O 1.83924 -6.67649 -4.03574
C 1.76946 -8.99327 -4.45983
C 2.01377 -10.23033 -4.01674
C 2.58472 -10.46492 -2.67577
O 2.80680 -11.59692 -2.26863
H 3.29576 -9.46970 -0.86393
H 2.84014 -7.16385 -1.68968
H 1.35028 -8.80371 -5.44044
H 1.80590 -11.10956 -4.61469
C -5.12939 6.04032 -3.75736
C -5.48842 6.31387 -5.01537
C -4.52927 6.89167 -5.97734
O -4.85758 7.14422 -7.12841
C -3.15835 7.15379 -5.49602
C -2.79932 6.88023 -4.23801
C -3.75847 6.30244 -3.27603
O -3.43016 6.04988 -2.12497
H -5.82070 5.61706 -3.03890
H -6.48992 6.12669 -5.38386
H -2.46704 7.57705 -6.21448
H -1.79782 7.06742 -3.86952
C -6.61484 -3.06898 2.05826
C -6.12318 -4.11993 1.39485
C -5.19164 -3.94403 0.26325
O -4.74270 -4.90529 -0.34579
C -4.82344 -2.56266 -0.10558
C -5.31511 -1.51171 0.55783
C -6.24664 -1.68761 1.68943
O -6.69558 -0.72635 2.29847
H -7.29967 -3.18041 2.89004
H -6.38303 -5.13939 1.65368
H -4.13862 -2.45123 -0.93736
H -5.05526 -0.49225 0.29901
*
```

These are the Mulliken partial charges, in e, on atoms 1 to 8: atom 1 (C): -0.81, atom 2 (N): 0.44, atom 3 (C): -0.84, atom 4 (C): 0.04, atom 5 (O): -0.66, atom 6 (C): -0.63, atom 7 (C): 0.10, atom 8 (P): 0.32